This record from OMol25 describes a cluster of 7 separate species, C37H50FN3O23S2 in total. The level of theory is the ωB97M-V functional and the def2-TZVPD basis.

Output
LUMO in eV: 0.222
Gap between HOMO and LUMO in eV: 9.12
HOMO in hartree: -0.327
SMILES: CC[C@@H](F)[C@]1(CCCCCCCSc2nnco2)OS(=O)(=O)O[C@@H]1c1ccccn1.O=C1OCCO1.O=C1OCCO1.O=C1OCCO1.O=C1OCCO1.O=C1OCCO1.O=C1OCCO1
Electronic energy in Eh: -4230.96131
Multiplicity: 1

```
116
C37H50FN3O23S2 the ωB97M-V functional and the def2-TZVPD basis
C 3.1835 -3.2589 3.7525
C 2.9031 -1.7936 3.3766
C 3.4127 -1.3249 2.0042
F 4.5447 -2.0557 1.6294
C 2.3726 -1.4184 0.8827
C 1.3029 -0.3292 1.0139
C 0.0551 -0.6693 1.8453
C -1.2218 -0.1314 1.1987
C -2.4645 -0.3908 2.0366
C -3.7591 0.0380 1.3367
C -4.9617 -0.7817 1.7896
C -6.2379 -0.2897 1.1161
S -7.7033 -0.9213 1.9813
C -8.7317 -1.3350 0.6568
N -10.0000 -1.1190 0.6134
N -10.4493 -1.7016 -0.5706
C -9.4144 -2.1877 -1.1351
O -8.2831 -2.0115 -0.4257
O 1.7695 -2.7451 1.0219
S 2.1767 -3.7864 -0.0793
O 1.0359 -4.1351 -0.8558
O 2.9665 -4.8168 0.5039
O 3.1159 -2.8417 -0.9180
C 2.9384 -1.4536 -0.5705
C 4.2147 -0.7045 -0.9093
C 4.8834 -1.0390 -2.0805
C 6.0463 -0.3594 -2.4020
C 6.4855 0.6432 -1.5522
C 5.7196 0.9388 -0.4316
N 4.6085 0.2826 -0.1107
H 3.4189 -3.3211 4.8137
H 4.0341 -3.6669 3.2149
H 2.3333 -3.9062 3.5494
H 1.8305 -1.6123 3.4231
H 3.3598 -1.1468 4.1256
H 3.7196 -0.2869 2.0750
H 1.7922 0.5372 1.4632
H 0.9781 -0.0076 0.0244
H 0.1345 -0.2533 2.8521
H -0.0683 -1.7454 1.9534
H -1.1282 0.9325 0.9657
H -1.3435 -0.6563 0.2434
H -2.5200 -1.4538 2.2892
H -2.3813 0.1607 2.9774
H -3.6492 -0.0215 0.2503
H -3.9800 1.0811 1.5692
H -5.0741 -0.6777 2.8736
H -4.8257 -1.8442 1.5769
H -6.2724 0.7990 1.1340
H -6.2779 -0.5884 0.0697
H -9.3883 -2.6995 -2.0811
H 2.1893 -1.0826 -1.2748
H 4.5070 -1.8246 -2.7203
H 6.5985 -0.6171 -3.2951
H 7.3951 1.1950 -1.7464
H 6.0221 1.7379 0.2349
O 10.3299 -2.2679 4.0946
C 9.3399 -2.2062 3.4403
O 8.5608 -3.2593 3.1169
C 7.3520 -2.7678 2.5138
C 7.7867 -1.4143 1.9966
O 8.8414 -1.0664 2.9073
H 7.0170 -3.4365 1.7315
H 6.5836 -2.6915 3.2832
H 8.1964 -1.4721 0.9871
H 7.0007 -0.6663 2.0251
O -4.6033 3.1946 0.8133
C -5.6899 3.6657 0.6760
O -6.1055 4.8138 1.2438
C -7.3791 5.1679 0.6738
C -7.8955 3.8245 0.1990
O -6.6718 3.1117 -0.0598
H -8.0102 5.6319 1.4261
H -7.2147 5.8696 -0.1407
H -8.4465 3.2923 0.9769
H -8.4984 3.8896 -0.6971
O 6.9875 -3.3188 -0.6462
C 7.7459 -4.2052 -0.8742
O 7.9036 -4.8014 -2.0750
C 9.0565 -5.6517 -2.0110
C 9.1671 -5.9277 -0.5212
O 8.5724 -4.7527 0.0414
H 8.8939 -6.5409 -2.6127
H 9.9160 -5.1020 -2.3969
H 8.5826 -6.7958 -0.2133
H 10.1872 -6.0326 -0.1646
O -8.8983 5.7228 -2.0221
C -8.0841 5.8866 -2.8780
O -8.0434 6.9339 -3.7160
C -6.7974 6.8977 -4.4336
C -6.4266 5.4294 -4.3407
O -7.0663 5.0337 -3.1175
H -6.9235 7.2608 -5.4471
H -6.0817 7.5364 -3.9146
H -6.8461 4.8405 -5.1572
H -5.3578 5.2471 -4.2778
O -7.3092 8.6941 -7.0698
C -6.8569 9.7158 -6.6637
O -6.8030 10.8645 -7.3645
C -6.4059 11.9224 -6.4843
C -5.6757 11.1652 -5.3898
O -6.3209 9.8851 -5.4298
H -5.7827 12.6335 -7.0181
H -7.3014 12.4251 -6.1173
H -4.6161 11.0291 -5.6095
H -5.7889 11.6048 -4.4032
O 4.3518 -7.2733 6.2397
C 4.3725 -7.4237 5.0638
O 4.6125 -8.6029 4.4397
C 4.3292 -8.4445 3.0460
C 4.4838 -6.9474 2.8524
O 4.1560 -6.4472 4.1537
H 5.0242 -9.0386 2.4588
H 3.3098 -8.7837 2.8549
H 5.5121 -6.6603 2.6189
H 3.8153 -6.5243 2.1132
```

These are the Löwdin partial charges, in e, on atoms 1 to 8:
1 C -0.074
2 C -0.138
3 C -0.251
4 F 0.009
5 C -0.313
6 C -0.084
7 C -0.191
8 C -0.218